{
  "formula": "C3H14N2O2",
  "method": "wB97M-V/def2-TZVPD",
  "elements": ["C", "C", "N", "C", "N", "H", "H", "H", "H", "H", "H", "H", "H", "H", "H", "O", "H", "H", "O", "H", "H"],
  "coordinates": [[0.75, 1.16, -0.74], [0.48, -0.13, 0.02], [-0.95, -0.42, 0.21], [1.15, -1.39, -0.50], [1.12, -2.51, 0.47], [1.72, 1.61, -0.56], [0.04, 1.91, -0.35], [0.49, 1.16, -1.80], [0.92, 0.07, 1.01], [-1.33, -0.86, -0.61], [-1.43, 0.44, 0.46], [0.70, -1.77, -1.42], [2.18, -1.13, -0.75], [1.04, -3.34, -0.09], [2.02, -2.63, 0.87], [-1.69, 5.14, -1.30], [-1.50, 4.62, -0.52], [-2.63, 5.18, -1.49], [-0.98, -2.43, 2.73], [-0.29, -2.18, 2.10], [-1.81, -2.50, 2.27]],
  "nbo_charge": [-0.6214, -0.0672, -0.8370, -0.2223, -0.8319, 0.2142, 0.2007, 0.2071, 0.1806, 0.3533, 0.3593, 0.1808, 0.1805, 0.3574, 0.3568, -0.9506, 0.4745, 0.4764, -0.9744, 0.4986, 0.4647],
  "e_homo_ev": -9.27,
  "homo_lumo_gap_ev": 9.91,
  "smiles": "C[C@@H](N)CN.O.O",
  "relative_energy_kcal_mol": 19.1
}